Record 1
Below is the molecule C3H3Cl2F in a non-equilibrium geometry, with properties calculated with ωB97M-V/def2-TZVPD.

- energy relative to the best compared isomer or geometry (same formula, charge and spin) (kJ/mol) = 63.9
- DFT total energy (a.u.) = -1136.3130
- LUMO level (hartree) = 0.0254
- orbital gap (eV) = 10.53
- HOMO energy (eV) = -9.840
- SMILES string = F/C(Cl)=C/CCl

Atoms and positions in Å:
1 F 1.69 0.22 1.86
2 C 0.97 0.15 0.80
3 Cl 2.00 0.38 -0.63
4 C -0.36 0.00 0.78
5 C -0.98 0.10 -0.58
6 Cl -2.65 -0.64 -0.68
7 H -0.78 0.09 1.76
8 H -1.08 1.13 -1.02
9 H -0.11 -0.31 -1.24

=====

Record 2
Below is a cluster of 2 separate species, C3H3Cl2FO in total in a non-equilibrium geometry, with properties calculated with ωB97M-V/def2-TZVPD.

- energy relative to the best compared isomer or geometry (same formula, charge and spin) (kJ/mol) = 447.3
- DFT total energy (a.u.) = -1211.4023
- LUMO level (hartree) = -0.0127
- orbital gap (eV) = 7.95
- HOMO energy (eV) = -8.296

Atoms and positions in Å:
1 C 0.21 0.46 0.34
2 C 2.36 -0.45 0.67
3 C -1.78 -0.27 -0.50
4 O -0.87 -0.13 0.57
5 F 0.21 1.12 -0.87
6 Cl 3.21 0.79 -0.10
7 Cl 2.60 -0.54 2.33
8 H -1.28 0.06 -1.45
9 H -2.68 0.27 -0.38
10 H -1.99 -1.32 -0.61

=====

Record 3
Below is a cluster of 2 separate species, C3H3Cl2FO in total in a non-equilibrium geometry, with properties calculated with ωB97M-V/def2-TZVPD.

- energy relative to the best compared isomer or geometry (same formula, charge and spin) (kJ/mol) = 200.1
- DFT total energy (a.u.) = -1211.3401
- LUMO level (spin up / spin down) (hartree) = 0.0305 / -0.0709
- orbital gap (spin up / spin down) (eV) = 6.96 / 9.03
- expectation value of S² = 2.007
- HOMO energy (spin up / spin down) (eV) = -6.133 / -10.961
- spin multiplicity = 3

Atoms and positions in Å:
1 C 0.36 0.85 0.00
2 C 1.29 -0.15 0.28
3 C -1.70 0.15 -0.16
4 O 1.12 0.37 -1.03
5 F -1.56 -1.24 -0.29
6 Cl 2.77 0.24 1.14
7 Cl -2.63 0.55 1.24
8 H 0.22 1.93 0.24
9 H 0.82 -1.07 0.62
10 H -1.87 0.82 -1.07

=====

Record 4
Below is a structure of composition C3H3Cl2N2O in a non-equilibrium geometry, with properties calculated with ωB97M-V/def2-TZVPD.

- energy relative to the best compared isomer or geometry (same formula, charge and spin) (kJ/mol) = 18.5
- DFT total energy (a.u.) = -1220.9304
- charge = +1
- LUMO level (hartree) = -0.2296
- orbital gap (eV) = 9.47
- HOMO energy (eV) = -15.718

Atoms and positions in Å:
1 C -0.94 -0.55 -0.71
2 C 1.52 -1.24 -0.52
3 C 0.22 0.83 0.19
4 N -1.17 0.63 -0.15
5 N 0.46 -0.51 -0.38
6 O -1.65 -1.39 -1.15
7 Cl 3.04 -0.68 -0.06
8 Cl 1.27 2.10 -0.57
9 H 1.31 -2.10 -1.06
10 H 0.30 0.89 1.35
11 H -2.08 1.20 -0.36

=====

Record 5
Below is the molecule C3H3Cl2NO4S in a non-equilibrium geometry, with properties calculated with ωB97M-V/def2-TZVPD.

- DFT total energy (a.u.) = -1790.1713
- LUMO level (spin up / spin down) (hartree) = 0.0095 / -0.1944
- orbital gap (spin up / spin down) (eV) = 5.32 / 6.04
- expectation value of S² = 2.008
- HOMO energy (spin up / spin down) (eV) = -5.059 / -11.336
- spin multiplicity = 3

Atoms and positions in Å:
1 C 1.31 0.01 1.38
2 C -0.88 0.58 0.93
3 C -0.44 -0.51 -0.04
4 N 0.89 -0.74 0.28
5 O 2.32 -0.05 1.97
6 O 0.12 -0.84 -2.70
7 O -1.54 0.80 -2.21
8 O 0.32 0.94 1.64
9 S -0.36 0.15 -1.82
10 Cl 1.02 1.49 -1.55
11 Cl -1.56 -1.86 -0.18
12 H -1.16 1.49 0.54
13 H -1.52 0.13 1.56
14 H 1.47 -1.59 0.20

=====

Record 6
Below is the molecule C3H3Cl2NS in a non-equilibrium geometry, with properties calculated with ωB97M-V/def2-TZVPD.

- energy relative to the best compared isomer or geometry (same formula, charge and spin) (kJ/mol) = 0.0
- DFT total energy (a.u.) = -1489.3162
- LUMO level (spin up / spin down) (hartree) = 0.0261 / -0.1103
- orbital gap (spin up / spin down) (eV) = 8.22 / 7.52
- expectation value of S² = 2.006
- HOMO energy (spin up / spin down) (eV) = -7.507 / -10.521
- spin multiplicity = 3

Atoms and positions in Å:
1 C 0.33 -0.42 0.51
2 C 1.45 -0.21 -0.52
3 C -0.87 0.40 0.17
4 N -1.90 0.01 -0.44
5 S 2.85 0.42 -0.13
6 Cl -0.59 2.12 0.50
7 Cl -0.26 -2.15 0.55
8 H 0.56 -0.35 1.61
9 H 1.00 -0.56 -1.56
10 H -2.58 0.74 -0.69

=====

Record 7
Below is a cluster of 2 separate species, C3H3Cl2O2 in total in a non-equilibrium geometry, with properties calculated with ωB97M-V/def2-TZVPD.

- energy relative to the best compared isomer or geometry (same formula, charge and spin) (kJ/mol) = 285.8
- DFT total energy (a.u.) = -1186.9358
- charge = -1
- LUMO level (hartree) = 0.1207
- orbital gap (eV) = 7.03
- HOMO energy (eV) = -3.742

Atoms and positions in Å:
1 C -1.60 -0.65 -0.13
2 C -0.41 -0.26 0.76
3 C 0.79 1.55 -0.33
4 O -2.03 -1.74 0.28
5 O -2.07 0.01 -1.08
6 Cl 1.85 0.94 -1.48
7 Cl 1.50 2.29 1.06
8 H -0.84 0.33 1.55
9 H 0.58 -0.67 0.91
10 H 0.06 2.09 -0.87

=====

Record 8
Below is the molecule C3H3Cl3 in a non-equilibrium geometry, with properties calculated with ωB97M-V/def2-TZVPD.

- energy relative to the best compared isomer or geometry (same formula, charge and spin) (kJ/mol) = 11.6
- DFT total energy (a.u.) = -1496.6598
- LUMO level (hartree) = 0.0211
- orbital gap (eV) = 10.63
- HOMO energy (eV) = -10.054
- SMILES string = C=C(Cl)C(Cl)Cl

Atoms and positions in Å:
1 C -1.96 0.48 -0.13
2 C -0.75 0.14 -0.60
3 Cl -0.50 -0.51 -2.13
4 C 0.54 0.29 0.16
5 Cl 1.16 -1.30 0.72
6 Cl 0.32 1.37 1.64
7 H -2.10 0.95 0.77
8 H -2.88 0.27 -0.73
9 H 1.28 0.77 -0.41